Entry from the Open Molecules 2025 dataset: a gas-phase ion, C7H13N2S2 (charge +1) (wB97M-V/def2-TZVPD).

Computed properties:
Net charge: +1
Spin multiplicity: 1
Frontier orbital gap: 0.308 Ha

```
24
Properties=species:S:1:pos:R:3:nbo_charge:R:1
N 0.3215 1.8869 -0.8457 -0.3613
H 0.7045 3.3973 0.5732 0.2269
C 0.6703 0.6596 -0.8431 0.2280
H 1.0318 3.4289 -1.9985 0.2305
C -0.1381 2.7150 0.3766 -0.3804
C 0.3811 2.6234 -2.0833 -0.4208
H 0.5431 2.0784 -2.9909 0.2424
H -0.8107 -2.3544 2.4344 0.2335
C 0.1002 -2.5696 1.8815 -0.5540
S 1.5330 -3.4268 -0.8631 0.3196
H -0.6830 3.1631 -2.1495 0.2256
H 0.1694 -3.5098 1.4739 0.2357
H 0.9300 -2.1241 2.3764 0.2099
H -1.9888 -0.6873 0.2474 0.2361
N 0.2815 -0.2520 1.0958 -0.5472
H -0.9263 3.2811 -0.0395 0.2215
C -1.4800 -1.6486 0.2078 -0.6146
C 0.8953 -2.0256 -0.4997 -0.2441
C -0.0037 -1.5651 0.7012 -0.0454
H 1.2430 -0.2013 1.5971 0.3661
S 1.1248 -0.5702 -1.7204 0.4630
H -0.3652 2.0574 1.2218 0.2681
H -1.4446 -1.9320 -0.8855 0.2182
H -2.0889 -2.4246 0.7319 0.2426
```

---

Entry from the Open Molecules 2025 dataset: a molecular structure, C44H51IrN5OP2Se (wB97M-V/def2-TZVPD).

Computed properties:
Net charge: +4
Spin multiplicity: 2
Frontier orbital gap (alpha / beta): 0.233 / 0.175 Ha
Expectation value of S²: 0.77

```
105
Properties=species:S:1:pos:R:3:mulliken_spin:R:1
H -1.7683 -1.1149 -3.9185 0.0007
H -6.7351 -3.9647 -1.1917 0.0000
H 4.1499 -0.9644 -3.3353 -0.0008
C 3.5613 2.1433 -1.9977 0.0676
C 1.9226 1.9621 2.3458 0.0339
C -4.0217 -0.6056 3.1298 -0.0015
C -3.7786 -3.3838 3.1938 0.0006
H -4.1087 0.4734 3.1368 -0.0001
H -4.7566 -4.8387 -0.0047 0.0004
H 1.9032 -0.6560 -4.2854 -0.0003
C -2.7080 -2.6195 2.7759 0.0024
N 2.4404 2.5655 -1.3080 0.0454
C 1.5840 1.5377 -1.2354 -0.0831
C -1.1163 1.9430 3.9865 0.0027
P -1.4396 -0.2136 2.3325 -0.0547
C -3.0833 -4.5745 -2.2312 -0.0005
H -5.8044 -3.3681 3.9114 0.0001
H -2.1908 0.5938 -3.9083 0.0007
C -4.7221 -3.8466 -0.4557 -0.0006
C 3.2772 -2.0528 0.7362 0.0035
H -3.0426 -5.5963 -1.8534 0.0001
C 3.3489 0.8042 -2.3445 0.0579
H 1.8391 -5.5202 1.6880 0.0001
H -0.0916 0.2811 -5.1538 0.0007
C -4.2298 -4.4131 -3.2215 0.0010
C -0.6470 5.0764 -1.7140 -0.0025
H -4.2247 -3.4029 -3.6518 -0.0001
Se -0.0778 1.6675 -0.3324 0.5735
H 0.9795 2.2929 1.9261 -0.0135
N -3.3608 -3.6952 -1.0541 0.0093
C -5.0959 -1.3834 3.5339 -0.0002
H -3.6861 -4.4602 3.2541 0.0000
H -1.5200 -0.1451 -2.4626 0.0022
C 2.2799 0.6089 2.3328 -0.0275
H -5.7543 -2.7174 -1.9899 0.0000
H -2.3828 5.0799 3.9275 0.0000
H -3.3684 4.2431 1.8246 0.0001
H 6.6060 2.5584 -3.3108 0.0007
H 0.2343 1.2081 -3.7255 -0.0014
H -1.7772 -3.1004 2.5005 0.0009
H -1.6207 4.8646 -2.1548 0.0003
C 1.8750 4.8686 -2.0391 0.0035
H 0.6617 -1.8265 -3.9161 -0.0003
H 1.4596 3.9618 -0.1006 -0.0026
C -1.6770 1.4732 2.7959 0.0182
H -6.0181 -0.9104 3.8426 -0.0002
C -2.4866 2.2994 2.0076 -0.0029
H 2.0731 -1.6181 -1.9550 0.0034
Ir -0.5290 -0.5290 0.2528 0.2564
H -0.6236 4.6153 -0.7209 0.0053
C 1.0045 -0.8148 -3.6864 -0.0038
C 3.9045 2.4798 3.6013 0.0000
H 6.2316 0.2154 -3.9293 0.0007
H 5.1494 0.8139 4.1309 0.0001
C -0.0632 0.2088 -4.0664 0.0090
C 5.6759 2.0876 -3.0222 0.0273
O -5.4569 -4.6758 -2.5862 0.0002
H 4.0032 -5.3475 0.5132 0.0000
H 0.1200 -1.2170 3.9039 -0.0047
C 1.4163 -0.7890 -2.2184 0.0001
H 0.5803 -3.4851 2.2669 -0.0011
N 2.0970 0.4573 -1.8548 0.0297
C 2.2281 -4.5496 1.4118 0.0011
H -0.4913 1.3092 4.6042 -0.0001
C -5.7445 -3.7358 -1.5804 0.0006
H 0.3783 3.5348 -2.8617 0.0089
H -4.1152 -5.1368 -4.0264 0.0001
C 3.9697 -3.2043 0.4093 0.0020
H 2.6464 4.7751 -2.8056 -0.0007
H -0.9535 3.6161 5.3115 0.0001
C -2.1768 4.0679 3.6045 -0.0007
C -1.4582 -0.1316 -3.5574 -0.0053
H -2.1202 -4.2987 -2.6569 0.0002
H 3.7238 -0.8455 3.0339 0.0010
C -2.7321 3.5989 2.4166 -0.0012
H 2.4484 3.9354 2.9869 -0.0002
H 1.9246 5.8980 -1.6767 -0.0004
C 4.7422 2.8150 -2.3257 -0.0086
N -0.0336 -0.9136 2.9456 0.0260
C -4.9725 -2.7650 3.5707 0.0004
C -2.8247 -1.2216 2.7484 0.0077
C 0.4868 4.6023 -2.6184 -0.0008
C 3.4451 0.1991 2.9953 0.0046
C 4.2515 1.1371 3.6217 0.0006
H -2.9455 1.9238 1.0973 0.0003
C 1.5201 -3.4039 1.7346 -0.0090
H 4.5361 3.2076 4.0938 0.0003
P 1.1627 -0.6602 1.7680 0.0159
H 4.9270 -3.1390 -0.0904 -0.0002
H 4.9160 3.8484 -2.0605 -0.0007
H -0.5855 6.1547 -1.5648 0.0002
H 0.4079 5.1152 -3.5770 0.0003
C 2.0510 -2.1502 1.4165 -0.0059
C 2.2375 3.9633 -0.8637 0.0051
C -1.3720 3.2466 4.3850 0.0009
N -1.8070 -1.9749 -0.2836 -0.0149
H 0.5162 -0.8888 -1.5761 -0.0004
C 3.4479 -4.4501 0.7525 0.0000
H 3.1665 4.2660 -0.3815 0.0013
H 3.6963 -1.0834 0.4913 0.0004
C 2.7336 2.8917 2.9692 0.0161
C 5.4590 0.7355 -3.3788 0.0458
H -4.8549 -3.0832 0.3096 0.0003
C 4.3023 0.0675 -3.0509 -0.0443
C -2.5480 -2.8071 -0.6572 -0.0033
```

---

Entry from the Open Molecules 2025 dataset: a single C2HClN2O molecule (wB97M-V/def2-TZVPD).

Computed properties:
Spin multiplicity: 1
Frontier orbital gap: 0.405 Ha

```
7
Properties=species:S:1:pos:R:3:nbo_charge:R:1
O -0.5724 -1.0982 0.1877 -0.4458
N -0.4919 1.1611 0.1246 -0.2871
C -1.8101 -0.5521 -0.1608 0.3159
C 0.2553 0.1075 0.1479 0.3776
Cl 1.9161 -0.0334 -0.0804 0.1185
H -2.5815 -1.1927 -0.3323 0.1998
N -1.8058 0.7265 -0.0853 -0.2790
```

---

Entry from the Open Molecules 2025 dataset: 2 unconnected molecules or ions with the total composition C3H12N (wB97M-V/def2-TZVPD).

Computed properties:
Net charge: +1
Spin multiplicity: 1
Frontier orbital gap: 0.400 Ha

```
16
Properties=species:S:1:pos:R:3:nbo_charge:R:1
H 1.4971 1.0609 -0.4465 0.1962
H 0.5960 1.0755 -2.0625 0.2196
C -0.6415 0.7894 -0.3141 -0.3725
H 0.5221 -1.5788 -0.2379 0.4645
H -0.4314 2.1427 1.2983 0.2321
H 1.0044 -3.0521 -0.6696 0.4617
H 0.2031 0.5348 1.6890 0.1839
H -1.5564 1.2414 -0.7041 0.2296
H -0.6768 -0.2749 -0.5954 0.1124
C -0.6027 1.0698 1.1975 -0.6166
C 0.6167 1.3367 -1.0155 -0.6259
H -1.5576 0.8377 1.6632 0.2227
N 0.4801 -2.5700 0.0645 -0.8673
H -0.5053 -2.8326 0.0915 0.4652
H 0.6008 2.4272 -0.9785 0.2308
H 0.9364 -2.6243 0.9757 0.4637
```

---

Number 1: DFT total energy -32109.5915 eV, maximum force 0.111 hartree/bohr. Number 2: DFT total energy -142681.0163 eV, maximum force 0.012 hartree/bohr. Number 3: DFT total energy -19638.4719 eV, maximum force 0.094 hartree/bohr. Number 4: DFT total energy -4788.6750 eV, maximum force 0.030 hartree/bohr.